(1)
{"formula": "C9H15ClN2", "method": "the ωB97M-V functional and the def2-TZVPD basis", "symbols": ["Cl", "C", "C", "C", "C", "C", "N", "H", "H", "H", "H", "C", "C", "C", "C", "N", "H", "H", "H", "H", "H", "H", "H", "H", "H", "H", "H"], "positions_angstrom": [[2.704, 1.878, 1.998], [1.232, 1.027, 2.422], [1.178, 0.325, 3.571], [-0.058, -0.221, 3.842], [-1.149, 0.067, 3.026], [-0.951, 0.798, 1.859], [0.244, 1.375, 1.652], [2.114, 0.448, 4.112], [-0.358, -0.724, 4.753], [-2.160, -0.101, 3.336], [-1.753, 0.994, 1.085], [-1.578, -0.204, -2.176], [-0.059, -0.513, -1.874], [0.731, 0.886, -1.776], [0.503, -1.391, -2.930], [-0.014, -1.196, -0.601], [-1.797, 0.741, -1.590], [-1.778, 0.079, -3.179], [-2.289, -1.011, -1.784], [0.546, 1.305, -0.726], [0.234, 1.571, -2.538], [1.782, 0.796, -2.105], [0.026, -1.514, -3.968], [1.559, -1.064, -3.317], [0.601, -2.437, -2.703], [0.901, -1.385, -0.462], [-0.412, -0.526, 0.073]], "lowdin_charge": [0.66, -0.75, -0.09, -0.05, -0.06, -0.14, 0.02, 0.11, 0.11, 0.10, 0.13, -0.06, -0.67, -0.04, -0.09, 0.07, 0.07, 0.05, 0.10, 0.06, 0.08, 0.06, 0.10, 0.10, 0.06, 0.03, 0.04], "multiplicity": 1, "e_above_lowest_kcal_mol": 0.0, "lumo_energy_ev": 0.446, "e_homo_ev": -8.98, "orbital_gap_ha": 0.34651}

=====

(2)
{"formula": "CH18O7", "method": "the ωB97M-V functional and the def2-TZVPD basis", "symbols": ["C", "H", "H", "H", "H", "H", "H", "O", "H", "H", "O", "H", "H", "O", "H", "H", "O", "H", "H", "O", "H", "H", "O", "H", "H", "O"], "positions_angstrom": [[0.938, -1.808, -2.184], [1.728, -2.014, -2.887], [0.096, -2.500, -2.118], [0.475, -0.872, -2.523], [1.164, -1.684, -1.134], [0.828, -1.269, 2.669], [0.839, 0.047, 2.106], [0.957, -0.853, 1.803], [0.984, -3.333, 1.343], [0.526, -2.472, 0.286], [0.537, -3.400, 0.484], [2.212, 0.750, -2.382], [1.688, 2.067, -1.737], [1.954, 1.646, -2.568], [-1.231, 2.536, -2.453], [-0.089, 1.579, -2.308], [-0.962, 1.779, -1.911], [-1.788, 1.701, 3.534], [-1.519, 0.963, 2.196], [-1.066, 1.431, 2.937], [-0.814, -0.909, 1.147], [-2.301, -1.120, 0.817], [-1.720, -0.728, 1.501], [-0.776, 2.989, 1.795], [-1.374, 2.276, 0.623], [-1.286, 3.197, 0.965]], "lowdin_charge": [-0.02, 0.04, 0.04, 0.00, -0.01, 0.09, 0.04, -0.04, 0.05, -0.05, -0.04, 0.03, 0.05, -0.03, 0.08, 0.02, 0.02, 0.11, 0.03, 0.04, 0.03, 0.09, -0.07, 0.11, 0.10, 0.29], "multiplicity": 2, "e_above_lowest_kcal_mol": 2.1, "lumo_energy_ev": [-3.977, -11.140], "e_homo_ev": [-14.13, -14.12], "s2": 0.758, "total_charge": 1, "orbital_gap_ha": [0.37297, 0.10966]}

=====

Which value of multiplicity does entry 1 give?
1

=====

multiplicity of number 1 (C9H15ClN2)?
1

=====

Look up the multiplicity of the first one.
1